# 1
{"formula": "C11H6BrFeN3O6", "method": "wB97M-V/def2-TZVPD", "elements": ["Fe", "Br", "C", "C", "C", "C", "C", "N", "C", "O", "O", "H", "H", "H", "O", "C", "O", "C", "C", "N", "N", "C", "C", "O", "O", "H", "H", "H"], "positions_angstrom": [[-0.035, -0.172, 0.190], [-2.244, -2.753, -1.207], [-1.591, -2.824, 0.544], [-1.971, -3.906, 1.331], [-1.510, -3.994, 2.628], [-0.676, -2.996, 3.115], [-0.346, -1.960, 2.278], [-0.790, -1.857, 0.999], [0.554, -0.848, 2.749], [1.017, -0.812, 3.850], [0.762, 0.065, 1.804], [-2.621, -4.657, 0.908], [-1.796, -4.830, 3.251], [-0.275, -2.996, 4.118], [0.388, 3.205, -4.223], [1.067, 3.697, -3.264], [1.694, 4.773, -3.393], [1.153, 3.027, -1.965], [1.841, 3.389, -0.810], [1.596, 2.438, 0.098], [0.795, 1.492, -0.397], [0.513, 1.824, -1.637], [-0.384, 0.864, -2.339], [-0.719, 1.077, -3.502], [-0.724, -0.126, -1.601], [-0.088, 2.287, -3.985], [2.469, 4.238, -0.595], [1.923, 2.355, 1.054]], "homo_energy_ev": [-12.71, -12.71], "s2": 0.784, "molar_mass_g_mol": 411.9, "energy_ha": -4875.963557, "e_above_lowest_kj_mol": 42.87, "spin_multiplicity": 2, "total_charge": 1}

# 2
{"formula": "C11H7Cl16F7NO2", "method": "wB97M-V/def2-TZVPD", "elements": ["C", "C", "C", "N", "C", "F", "F", "C", "F", "F", "C", "F", "F", "F", "C", "O", "O", "H", "H", "H", "H", "H", "H", "H", "C", "Cl", "Cl", "Cl", "Cl", "C", "Cl", "Cl", "Cl", "Cl", "C", "Cl", "Cl", "Cl", "Cl", "C", "Cl", "Cl", "Cl", "Cl"], "positions_angstrom": [[1.129, 1.577, -0.834], [-0.050, 2.275, -0.151], [-1.060, 2.769, -1.167], [-2.007, 3.711, -0.516], [-3.235, 3.172, -0.137], [-3.914, 4.094, 0.597], [-3.017, 2.124, 0.696], [-4.211, 2.802, -1.337], [-3.666, 3.218, -2.487], [-5.378, 3.476, -1.183], [-4.623, 1.318, -1.523], [-5.145, 1.167, -2.751], [-3.597, 0.485, -1.419], [-5.574, 0.988, -0.648], [-0.322, 3.579, -2.271], [0.209, 4.639, -1.886], [-0.342, 3.074, -3.417], [1.699, 1.011, -0.102], [1.786, 2.325, -1.264], [0.755, 0.913, -1.607], [0.328, 3.118, 0.415], [-0.527, 1.611, 0.571], [-1.556, 1.950, -1.681], [-2.129, 4.551, -1.065], [2.902, 1.493, 3.368], [4.430, 2.378, 3.480], [2.370, 1.041, 4.997], [1.684, 2.504, 2.602], [3.144, 0.029, 2.410], [5.057, -3.043, -0.006], [4.976, -4.542, -0.940], [3.689, -2.972, 1.107], [6.566, -3.010, 0.916], [4.997, -1.659, -1.094], [-4.332, -1.794, 2.240], [-3.941, -0.195, 1.636], [-4.920, -1.682, 3.908], [-5.589, -2.525, 1.231], [-2.889, -2.817, 2.202], [5.261, -8.570, -0.611], [4.766, -8.088, 1.013], [5.140, -10.326, -0.770], [4.210, -7.797, -1.799], [6.931, -8.067, -0.891]], "homo_energy_ev": -4.76, "molar_mass_g_mol": 885.4, "energy_ha": -8690.783436, "total_charge": -1}

# 3
{"formula": "C11H7GaNO5", "method": "wB97M-V/def2-TZVPD", "elements": ["O", "C", "Ga", "O", "C", "C", "O", "C", "O", "C", "O", "N", "C", "C", "C", "C", "C", "C", "H", "H", "H", "H", "H", "H", "H"], "positions_angstrom": [[-1.059, -2.318, 3.160], [-1.454, -1.893, 2.175], [-2.518, -1.107, 0.227], [-5.292, -2.362, 0.543], [-4.239, -1.895, 0.436], [-2.720, 0.025, -1.747], [-2.932, 0.528, -2.740], [-1.387, -2.760, -0.895], [-0.956, -3.667, -1.458], [-2.802, 0.891, 1.325], [-3.081, 1.864, 1.872], [-0.004, 0.037, -0.025], [1.241, 0.554, -0.123], [2.097, 0.048, -1.114], [3.363, 0.588, -1.270], [3.717, 1.661, -0.386], [2.851, 2.186, 0.628], [1.603, 1.596, 0.745], [-0.284, -0.756, -0.599], [-0.623, 0.319, 0.735], [1.702, -0.755, -1.711], [4.049, 0.191, -2.037], [4.729, 2.114, -0.495], [3.143, 3.015, 1.296], [0.856, 1.895, 1.458]], "homo_energy_ev": [-18.86, -19.40], "molar_mass_g_mol": 302.9, "energy_ha": -2777.775040, "total_charge": 3}

# 4
{"formula": "C11H7N3O2", "method": "wB97M-V/def2-TZVPD", "elements": ["C", "C", "C", "C", "C", "N", "N", "C", "N", "C", "C", "C", "C", "H", "H", "H", "H", "H", "H", "H", "O", "C", "O"], "positions_angstrom": [[-3.131, -1.402, -0.212], [-2.836, -1.051, 1.071], [-1.471, -0.714, 1.370], [-0.541, -0.604, 0.320], [0.745, -0.008, 0.457], [1.462, 0.333, 1.491], [2.722, 0.754, 1.268], [3.254, 0.687, 0.063], [2.661, 0.108, -1.015], [1.362, -0.167, -0.929], [0.399, -0.642, -1.835], [-0.777, -0.901, -1.038], [-2.160, -1.239, -1.199], [-4.174, -1.330, -0.409], [-3.502, -1.184, 1.919], [-1.019, -0.445, 2.376], [4.323, 1.072, -0.064], [3.167, -0.127, -1.858], [0.524, -0.879, -2.823], [-2.498, -1.575, -2.243], [0.686, 2.846, 0.023], [0.552, 3.111, 1.102], [0.253, 3.358, 2.167]], "homo_energy_ev": -7.71, "molar_mass_g_mol": 213.2, "energy_ha": -738.068540, "e_above_lowest_kj_mol": 55.16, "smiles": "c1ccc2c3nnc[nH]c-3cc2c1.O=C=O"}